[1]
The following is a DFT calculation (the ωB97M-V functional and the def2-TZVPD basis) of a molecular structure, C39H57AsCuN6OPSi4 at a distorted geometry.

Output
E_LUMO = 0.124 eV
spin multiplicity = 1
HOMO level = -4.6 eV
ΔE to the lowest compared entry with this formula, charge and spin = 68.6 kcal per mole

Positions of all 110 atoms, in Å:
C (-0.290, -5.783, 0.448)
C (0.396, 4.638, -0.727)
H (3.083, 0.363, -2.323)
H (-0.363, 3.104, -2.105)
C (0.060, -4.447, 0.414)
H (1.109, 6.445, 1.072)
C (2.579, -1.914, 0.919)
H (-5.591, 1.656, -2.225)
H (-2.930, -1.270, -3.656)
C (1.784, 2.116, 4.958)
Si (-2.329, 0.579, -0.384)
H (-3.440, 4.683, 1.158)
H (4.465, -1.213, 4.211)
H (5.369, 1.676, -1.682)
H (2.850, 1.913, 4.853)
C (-5.089, 0.904, -2.825)
H (5.653, -1.091, 2.054)
C (-2.729, 2.704, -3.397)
H (-1.407, -0.411, -3.671)
H (6.402, 2.154, 0.814)
H (-2.634, -0.050, -4.876)
C (3.218, 1.348, 0.713)
C (2.595, -1.775, 3.323)
C (0.149, 3.391, -1.213)
H (-2.919, -3.949, -0.846)
H (2.072, -1.847, 4.267)
Si (-3.458, 2.136, 1.037)
C (1.522, 5.478, 1.354)
C (-5.377, 2.177, 0.991)
Si (-3.182, 1.006, -2.615)
H (-3.241, -2.828, -2.156)
H (-3.313, -3.309, 1.935)
H (-3.049, 4.119, -0.455)
P (2.361, 2.470, 1.864)
N (1.038, 1.321, 4.029)
C (-2.734, -2.938, -1.202)
C (-2.886, -2.322, 1.770)
H (1.193, 5.237, 2.368)
C (5.395, 2.530, 1.004)
H (1.001, -1.594, -5.495)
H (-0.086, -7.695, -0.497)
H (-5.406, 1.039, -3.856)
H (-0.342, -3.762, 1.149)
C (2.253, -2.024, -2.376)
H (-0.945, -6.147, 1.226)
H (2.042, -4.481, -2.323)
C (1.023, -6.174, -1.515)
C (0.006, 0.474, 4.293)
H (-3.666, 2.596, 3.531)
H (5.166, 2.393, 2.062)
H (4.452, -1.526, -0.043)
C (3.932, -1.608, 0.901)
H (-3.236, 0.925, 3.236)
H (3.415, -1.727, -6.041)
H (5.372, 3.602, 0.779)
H (5.063, -2.106, -4.246)
C (-5.215, -1.677, -0.007)
H (2.616, 5.533, 1.348)
H (-1.212, -0.679, 2.866)
H (1.618, 3.178, 4.764)
C (-2.476, -0.301, -3.830)
N (0.361, 0.502, 2.097)
N (0.666, 2.458, -0.381)
C (1.923, -2.024, 2.141)
H (-1.666, -2.845, -1.389)
H (-5.592, -2.677, 0.188)
H (-2.877, 3.509, -2.684)
H (-5.789, 1.217, 1.283)
C (0.897, -3.955, -0.583)
H (-2.020, 2.171, 3.095)
H (-3.250, -1.675, 2.563)
N (2.575, 0.659, -0.266)
H (-5.790, 2.929, 1.660)
C (4.512, 1.447, -1.079)
H (-1.810, -2.411, 1.879)
H (-1.688, 2.724, -3.704)
H (-5.656, -1.012, 0.728)
N (4.429, 1.816, 0.229)
H (4.327, -2.304, -1.910)
C (1.381, -4.840, -1.542)
N (1.073, 4.469, 0.448)
Si (-3.294, -1.590, 0.041)
C (3.600, -2.138, -2.693)
H (-0.355, 0.295, 5.286)
C (3.080, -1.832, -5.020)
H (1.475, 1.893, 5.976)
H (0.268, -1.831, -3.133)
C (-3.063, 1.943, 2.905)
C (-2.906, 3.918, 0.601)
C (4.603, -1.353, 2.081)
As (1.427, -2.083, -0.622)
H (-5.593, -1.374, -0.976)
H (-5.736, 2.392, -0.009)
H (-3.325, 2.940, -4.276)
C (3.933, -1.419, 3.294)
H (1.395, -6.841, -2.279)
C (1.233, 1.296, 2.680)
Cu (0.300, 0.678, -0.255)
C (1.729, -1.753, -4.714)
H (0.164, 5.612, -1.110)
C (1.209, 3.115, 0.643)
H (0.869, -2.276, 2.155)
C (3.374, 0.759, -1.368)
C (1.321, -1.865, -3.397)
H (-5.457, -0.063, -2.500)
O (0.095, -1.152, -0.570)
C (-0.403, -0.016, 3.085)
C (4.010, -2.036, -4.013)
C (0.189, -6.652, -0.518)
H (-1.848, 4.037, 0.807)

[2]
The following is a DFT calculation (the ωB97M-V functional and the def2-TZVPD basis) of a molecular structure, C2H4CoLiO2 at a distorted geometry.

Output
E_LUMO (spin up / spin down) = -0.334 / -0.448 eV
spin multiplicity = 5
<S²> = 6.016
HOMO level (spin up / spin down) = -6.8 / -7.5 eV
ΔE to the lowest compared entry with this formula, charge and spin = 42.5 kcal per mole

Positions of all 10 atoms, in Å:
C (-0.549, -0.122, -0.590)
H (-0.805, -2.105, 0.120)
H (0.452, 0.140, -0.988)
O (-0.832, 1.522, 0.133)
C (-0.515, -1.099, 0.471)
H (-1.314, -0.313, -1.355)
Co (3.203, -0.278, 0.350)
O (0.667, -1.155, 1.211)
Li (0.727, 1.318, 1.261)
H (-1.033, 2.091, -0.613)

[3]
The following is a DFT calculation (the ωB97M-V functional and the def2-TZVPD basis) of 18 unconnected molecules or ions with the total composition C15H65N2O19 at a distorted geometry.

Output
net charge = +1
E_LUMO = -2.602 eV
spin multiplicity = 1
HOMO level = -10.3 eV

Positions of all 101 atoms, in Å:
H (-0.803, 4.312, 0.945)
O (3.450, -4.744, 5.659)
C (-1.172, 1.146, -1.298)
H (4.741, 2.303, 2.720)
O (-3.240, -5.440, 0.345)
O (-2.130, 3.050, -4.085)
H (-1.336, 3.299, -1.462)
C (1.242, 3.159, -1.365)
H (-3.553, -1.268, -1.218)
C (2.396, 2.178, -1.636)
H (0.555, -0.633, 7.077)
H (3.211, -0.339, -2.203)
O (1.479, -2.935, 0.757)
H (0.517, 3.656, 1.852)
C (-1.547, -1.555, 0.537)
H (-4.909, -7.327, -1.297)
H (4.811, -0.859, -1.740)
H (-2.183, -1.028, -2.266)
H (-2.409, -3.434, 0.404)
H (1.883, -2.502, 3.463)
H (-3.750, -8.241, -1.682)
H (5.398, -0.255, 0.896)
H (2.998, 3.535, 6.134)
O (2.318, 2.622, 3.158)
H (2.826, -4.133, 5.242)
O (3.034, 4.181, 5.421)
C (-5.420, 1.874, -2.782)
C (3.851, -0.530, -1.355)
O (-4.840, 0.911, -2.024)
C (-2.138, -0.162, 0.583)
C (0.336, 2.832, -0.158)
H (3.130, 2.701, -2.231)
C (-3.819, 0.202, -2.736)
C (-2.981, -0.520, -1.744)
H (-2.999, -6.374, 0.269)
H (5.598, 2.976, -3.657)
N (-2.502, -2.583, 0.941)
O (1.318, 0.583, 5.126)
H (5.513, 0.784, -2.934)
C (0.220, 3.969, 0.864)
H (-1.940, -6.166, -2.756)
H (3.023, 2.215, 0.487)
H (-3.529, -8.455, -5.302)
H (-1.271, 1.175, -2.373)
H (-3.826, -5.419, 1.109)
H (6.094, 0.660, -0.427)
H (1.944, -3.760, 0.568)
H (4.077, -4.980, 4.970)
H (0.662, 1.918, 0.328)
H (-4.267, 1.274, 3.980)
O (6.015, 0.709, -3.755)
O (-5.721, 1.718, -3.921)
H (-3.264, -5.658, -2.191)
O (-0.007, 0.019, 7.510)
O (-4.315, -7.993, -0.939)
O (-3.848, 1.189, 3.116)
H (3.464, -1.326, -0.732)
H (1.641, 4.161, -1.311)
H (-3.084, 1.166, -0.625)
H (-0.743, -1.558, 1.263)
H (5.361, 1.529, 0.923)
H (-1.759, 2.601, 0.125)
H (0.547, -3.178, 0.725)
O (-5.092, 4.249, -6.100)
H (-1.092, -1.770, -0.428)
H (2.292, 1.959, 3.866)
H (-1.459, 0.504, 1.094)
H (-3.814, -7.793, -3.957)
H (3.641, 4.856, 5.746)
O (-2.893, -6.243, -2.863)
H (-5.550, 2.816, -2.251)
N (-2.387, 0.433, -0.765)
C (5.298, 0.652, 0.307)
H (-2.913, 3.145, -4.644)
O (1.814, -2.594, 4.426)
H (-4.256, -0.521, -3.411)
H (-3.228, 0.888, -3.330)
H (-4.613, 3.669, -6.701)
H (5.756, 4.493, -3.603)
H (0.611, 3.140, -2.244)
H (-5.641, 3.658, -5.574)
O (5.093, 3.797, -3.630)
H (-1.399, 3.186, -4.700)
H (1.527, -1.744, 4.767)
O (5.483, 2.739, 3.153)
H (5.097, 3.116, 3.951)
C (4.032, 0.673, -0.493)
O (-3.599, -8.641, -4.361)
H (2.914, 3.301, 3.513)
H (5.387, 0.338, -4.383)
H (-0.412, -0.447, 8.247)
C (-1.076, 2.561, -0.719)
H (0.871, 1.138, 5.781)
H (0.599, 0.304, 4.547)
H (-0.290, 0.585, -1.028)
H (-3.455, -2.259, 0.870)
H (2.036, 1.377, -2.272)
C (3.170, 1.689, -0.444)
H (0.815, 4.835, 0.617)
H (-4.561, 0.832, 2.575)
H (-3.056, -0.170, 1.150)

[4]
The following is a DFT calculation (the ωB97M-V functional and the def2-TZVPD basis) of a molecular structure, C24H43LaN2P3S2 at a distorted geometry.

Output
net charge = +3
E_LUMO (spin up / spin down) = -12.435 / -11.589 eV
spin multiplicity = 1
HOMO level (spin up / spin down) = -16.4 / -16.3 eV
ΔE to the lowest compared entry with this formula, charge and spin = 19.6 kcal per mole

Positions of all 75 atoms, in Å:
H (2.026, 4.097, 0.026)
C (1.099, -2.348, 2.725)
H (-0.317, 3.428, -2.911)
H (1.621, -5.491, 3.896)
H (-1.365, -4.429, -3.731)
H (-1.367, 2.071, -3.367)
C (1.539, -1.572, 3.803)
C (-0.852, -3.460, -3.687)
H (-1.597, 4.807, -0.819)
H (-0.518, 0.812, 4.183)
C (1.996, -2.220, 4.948)
H (2.964, 2.760, -0.672)
H (-1.449, -0.107, -3.937)
H (0.678, 3.921, 2.434)
S (0.435, -4.436, 1.283)
H (-3.847, 0.157, 2.620)
S (1.143, 0.519, -3.038)
H (-1.092, -1.917, -0.641)
H (-0.304, -2.340, -7.447)
P (-1.358, 2.379, -0.951)
C (-1.562, -2.273, -3.908)
H (-2.091, 3.636, -2.878)
H (-3.736, 0.379, 0.840)
La (0.526, -0.016, -0.272)
H (2.318, -1.632, 5.813)
H (-1.379, 3.173, 2.799)
C (1.576, -4.402, 3.906)
H (2.479, -4.128, 5.847)
P (1.973, 2.094, 1.454)
H (2.314, 3.815, 3.151)
H (1.477, -0.486, 3.711)
H (2.318, -2.440, -5.772)
H (-3.029, -1.063, 1.592)
H (0.172, -3.727, -6.281)
C (-1.038, 4.057, -0.241)
C (0.233, -2.833, 0.689)
H (-2.242, 0.343, 4.274)
C (-1.268, 2.931, -2.700)
C (0.460, -0.991, -3.478)
N (-0.214, -2.485, -0.591)
H (3.289, 0.877, 3.126)
H (1.840, -1.259, -7.149)
H (3.967, 0.698, 1.488)
C (0.429, -2.766, -6.746)
H (-3.642, 2.635, 0.021)
H (-2.822, 2.384, 3.475)
C (-1.315, 0.242, 3.693)
H (-1.009, -0.806, 3.676)
H (-2.844, 3.021, 1.810)
C (2.720, 3.282, 0.264)
N (0.646, -1.856, 1.487)
C (-2.226, 2.516, 2.559)
P (-1.598, 0.868, 1.992)
H (0.034, 4.287, -0.316)
C (-3.197, 2.233, -0.895)
H (-3.456, 1.172, -0.996)
H (-1.331, 4.142, 0.810)
C (2.048, -3.627, 4.981)
H (-3.619, 2.760, -1.760)
C (-3.217, 0.010, 1.730)
C (1.452, 3.233, 2.794)
H (2.295, -2.141, -3.294)
C (-0.904, -1.048, -3.848)
H (4.222, 2.225, 2.388)
H (-1.319, -0.085, -1.179)
C (1.584, -2.124, -6.523)
H (-2.628, -2.287, -4.137)
C (0.534, -3.412, -3.450)
H (1.091, -4.352, -3.296)
H (3.641, 3.689, 0.704)
C (1.077, -3.744, 2.786)
C (1.207, -2.191, -3.407)
H (1.038, 2.661, 3.636)
H (-0.221, -3.227, -1.291)
C (3.512, 1.409, 2.192)